DFT (ωB97M-V/def2-TZVPD) results for C9H15N3O6 in the gas phase.

Each line ends with the Mulliken charge.
Cartesian coordinates (Å):
N: 3.23 0.49 2.48  -0.45
C: 3.34 -0.46 1.42  0.69
O: 3.25 -1.72 1.36  -0.59
C: 3.29 0.39 0.03  -0.98
C: 2.19 -0.13 -0.81  -0.08
N: 0.81 0.07 -0.30  -0.17
C: 0.11 1.16 -0.59  0.39
O: 0.69 2.25 -0.57  -0.72
C: -1.48 1.07 -0.12  -0.76
N: -2.06 2.31 0.09  -0.51
C: -2.31 0.10 -1.07  -0.38
C: -3.67 -0.20 -0.27  -0.71
C: -4.05 -1.54 0.40  0.66
O: -3.06 -2.19 0.73  -0.50
O: -5.30 -1.81 0.98  -0.48
C: 2.50 -1.68 -0.96  0.33
O: 1.59 -2.54 -1.01  -0.66
O: 3.75 -1.63 -1.30  -0.34
H: 3.75 0.36 3.37  0.29
H: 3.37 1.44 2.21  0.25
H: 4.20 0.43 -0.63  0.38
H: 2.96 1.45 0.25  0.34
H: 2.25 0.28 -1.79  0.60
H: 0.10 -0.78 -0.62  0.18
H: -1.61 0.64 0.86  0.61
H: -1.60 2.87 -0.59  0.29
H: -1.87 2.52 1.02  0.29
H: -2.61 0.79 -1.85  0.32
H: -1.89 -0.92 -1.42  0.39
H: -3.69 0.66 0.55  0.32
H: -4.45 -0.16 -1.14  0.29
H: -5.88 -1.03 0.83  0.34
H: 4.13 -2.49 -1.56  0.38

Summary:
* F_max: 6.11 eV Å⁻¹
* orbital gap: 0.358 hartree
* HOMO: -0.342 Eh
* SMILES string: NC(=O)C[C@H](NC(=O)[C@@H](N)CCC(=O)O)C(=O)O
* LUMO: 0.44 eV


DFT (ωB97M-V/def2-TZVPD) results for a 2-piece molecular cluster, C9H15N5O5 overall.

Each line ends with the Mulliken charge.
Cartesian coordinates (Å):
C: -3.99 1.09 -1.91  -0.58
O: -3.13 2.27 -1.81  -0.38
C: -1.85 2.03 -1.52  0.46
N: -1.57 0.77 -1.14  -0.47
C: -0.29 0.42 -1.01  0.10
C: 0.67 1.43 -1.13  0.43
C: 0.27 2.75 -1.54  0.60
N: 1.33 3.48 -2.05  -0.49
O: 2.39 2.60 -2.04  -0.20
N: 1.98 1.30 -1.49  0.71
O: 2.82 0.42 -1.46  -0.74
N: -1.01 3.07 -1.65  -0.60
H: -4.99 1.52 -1.96  0.25
H: -3.76 0.54 -2.83  0.27
H: -3.86 0.43 -1.05  0.26
H: 0.00 -0.62 -1.04  0.27
O: 3.05 -1.74 1.03  -0.55
C: 2.32 -2.22 -0.09  -0.37
C: 0.87 -2.27 0.34  -0.82
N: 0.43 -0.92 0.78  -0.03
C: -0.63 -1.04 1.78  -0.77
C: -0.40 -0.12 2.97  -0.50
O: 0.90 -0.43 3.45  -0.51
H: 4.00 -1.79 0.82  0.31
H: 2.45 -1.51 -0.92  0.23
H: 2.64 -3.23 -0.37  0.42
H: 0.25 -2.57 -0.51  0.40
H: 0.75 -3.00 1.14  0.44
H: 1.22 -0.38 1.12  0.24
H: -1.59 -0.80 1.30  0.26
H: -0.69 -2.07 2.13  0.37
H: -0.46 0.92 2.66  0.31
H: -1.15 -0.37 3.72  0.40
H: 1.02 0.03 4.30  0.31

Summary:
* F_max: 2.86 eV Å⁻¹
* orbital gap: 0.275 hartree
* HOMO: -0.312 Eh
* SMILES string: COc1ncc2c(no[n+]2[O-])n1.OCCNCCO
* LUMO: -1.01 eV


DFT (ωB97M-V/def2-TZVPD) results for a 2-piece molecular cluster, C9H15NO2 overall.

Each line ends with the Mulliken charge.
Cartesian coordinates (Å):
C: -0.25 0.72 -2.71  -0.29
C: 1.07 -0.22 0.37  0.47
C: -1.04 -2.14 -0.68  -1.10
C: -0.78 -0.64 -0.78  0.44
C: -1.89 -1.18 0.12  1.31
C: -1.74 -1.14 1.62  -1.65
C: -3.32 -1.01 -0.37  -1.60
C: 3.80 1.90 -0.55  -1.03
C: 2.86 1.37 0.52  -0.27
N: -0.94 0.09 -1.86  -0.29
O: 1.65 -1.10 0.97  -0.58
O: 1.56 0.90 -0.01  -0.29
H: -0.76 0.79 -3.71  0.23
H: 0.67 1.20 -2.70  0.26
H: -1.57 -2.57 -1.56  0.34
H: -0.47 -2.80 -0.02  0.29
H: -1.77 -2.07 2.11  0.40
H: -2.51 -0.59 2.09  0.39
H: -0.75 -0.96 1.93  0.39
H: -4.02 -1.90 -0.23  0.31
H: -3.24 -0.99 -1.42  0.44
H: -3.69 -0.01 -0.11  0.40
H: 3.23 2.46 -1.33  0.25
H: 4.49 2.62 0.01  0.32
H: 4.38 1.15 -1.04  0.30
H: 2.75 2.10 1.28  0.34
H: 3.33 0.36 0.95  0.26

Summary:
* F_max: 4.94 eV Å⁻¹
* orbital gap: 0.311 hartree
* HOMO: -0.283 Eh
* LUMO: 0.74 eV


DFT (ωB97M-V/def2-TZVPD) results for a 2-piece molecular cluster, C9H15NO3 overall.

Each line ends with the Mulliken charge.
Cartesian coordinates (Å):
C: -4.20 -1.18 -0.12  -1.75
C: -2.96 -0.39 -0.14  0.79
C: -3.06 0.94 -0.11  -0.67
C: -1.85 1.86 0.02  -0.57
O: -0.68 1.32 0.59  -0.38
C: -0.47 -0.04 0.04  0.11
C: 0.85 -0.64 0.47  -1.01
C: 1.93 0.32 0.13  -0.58
N: 3.14 0.05 -0.08  -0.25
O: 3.54 -1.24 0.25  -0.37
C: -1.63 -1.01 0.19  -0.62
H: -4.56 -1.49 -1.24  0.23
H: -5.00 -0.65 0.23  0.47
H: -4.16 -2.04 0.42  0.46
H: -3.97 1.33 -0.33  0.49
H: -1.51 2.37 -1.01  0.21
H: -2.00 2.59 0.79  0.34
H: -0.26 0.02 -1.02  0.28
H: 0.99 -0.83 1.48  0.55
H: 0.94 -1.53 -0.01  0.51
H: 1.72 1.27 -0.12  0.57
H: 4.29 -1.30 -0.32  0.34
H: -1.55 -1.32 1.18  0.45
H: -1.50 -1.95 -0.38  0.38
C: 5.51 0.88 -0.30  0.09
O: 6.02 -0.15 0.04  -0.50
H: 5.39 1.42 -1.24  0.27
H: 5.04 1.37 0.58  0.16

Summary:
* F_max: 5.29 eV Å⁻¹
* orbital gap: 0.369 hartree
* HOMO: -0.339 Eh
* SMILES string: CC1=CCO[C@@H](C/C=N\O)C1.C=O
* LUMO: 0.82 eV


DFT (ωB97M-V/def2-TZVPD) results for a 2-piece molecular cluster, C9H15NO3 overall.

Each line ends with the Mulliken charge.
Cartesian coordinates (Å):
O: 1.77 1.30 1.46  -0.48
C: 0.57 1.21 1.55  -0.34
C: -0.32 0.64 0.52  0.95
C: -0.84 -0.82 0.87  -1.08
C: -1.80 -1.30 -0.18  -1.00
C: -2.99 -0.35 -0.52  -0.77
C: -2.44 1.06 -0.96  -0.76
C: -1.52 1.58 0.13  -1.35
H: -0.05 1.53 2.37  0.40
H: 0.34 0.32 -0.43  0.15
H: -1.45 -0.93 1.75  0.36
H: -0.02 -1.39 0.89  0.54
H: -2.17 -2.21 0.08  0.47
H: -1.13 -1.61 -0.96  0.50
H: -3.56 -0.62 -1.37  0.41
H: -3.47 -0.34 0.46  0.31
H: -2.03 0.90 -1.87  0.46
H: -3.39 1.55 -1.18  0.33
H: -1.11 2.45 -0.19  0.50
H: -1.93 1.76 1.11  0.47
C: 3.98 -1.05 -0.80  -1.21
C: 2.87 -0.66 0.21  0.81
O: 2.15 -1.34 0.93  -0.62
N: 2.99 0.67 0.03  0.39
O: 2.98 1.44 -0.91  -0.48
H: 4.10 -2.21 -0.60  0.31
H: 4.84 -0.58 -0.53  0.41
H: 3.67 -0.98 -1.87  0.32

Summary:
* F_max: 6.01 eV Å⁻¹
* orbital gap (alpha / beta): 0.315 / 0.315 hartree
* HOMO (alpha / beta): -0.309 / -0.309 Eh
* SMILES string: O=CC1CCCCC1.CC(=O)N=O
* LUMO (alpha / beta): 0.17 / 0.17 eV


DFT (ωB97M-V/def2-TZVPD) results for a 2-piece molecular cluster, C9H15NP overall.

Each line ends with the Mulliken charge.
Cartesian coordinates (Å):
C: -0.85 -1.00 -4.76  -0.02
C: -2.00 -1.35 -4.08  -0.64
C: 0.12 -0.25 -4.09  -0.56
C: -2.29 -0.96 -2.87  0.02
C: -0.08 0.11 -2.83  0.00
C: -1.34 -0.21 -2.10  0.52
C: 1.88 1.81 2.60  -1.07
C: 2.12 -0.42 4.25  -1.02
C: -0.34 -0.07 2.76  -0.84
N: -1.52 0.44 -0.97  -0.43
P: 1.50 -0.02 2.53  0.15
H: -0.64 -1.24 -5.79  0.43
H: -2.93 -1.63 -4.65  0.32
H: 0.99 0.19 -4.60  0.37
H: -3.19 -1.32 -2.33  0.34
H: 0.74 0.60 -2.21  0.37
H: 1.90 2.22 1.62  0.32
H: 2.88 2.08 2.94  0.35
H: 1.14 2.22 3.28  0.34
H: 3.18 -0.60 4.05  0.29
H: 1.59 -1.23 4.70  0.37
H: 1.96 0.48 4.74  0.31
H: -0.79 0.09 1.81  0.02
H: -0.72 0.69 3.35  0.41
H: -0.80 -0.93 3.24  0.38
H: -2.52 0.31 -0.61  0.28

Summary:
* F_max: 5.27 eV Å⁻¹
* orbital gap: 0.100 hartree
* HOMO: -0.382 Eh
* LUMO: -7.66 eV
* charge: +1


DFT (ωB97M-V/def2-TZVPD) results for C9H16BaO7 as an isolated structure.

Each line ends with the Mulliken charge.
Cartesian coordinates (Å):
Ba: 0.65 -0.61 1.05  1.70
C: -1.86 2.84 -0.12  -1.19
C: -2.05 2.19 1.24  0.44
C: -3.22 1.23 1.24  -1.11
O: -0.87 1.61 1.69  -0.82
H: -1.46 2.11 -0.82  0.25
H: -1.22 3.72 0.01  0.30
H: -2.81 3.18 -0.55  0.36
H: -2.31 3.00 1.95  0.02
H: -3.11 0.36 0.58  0.10
H: -4.09 1.75 0.83  0.41
H: -3.52 0.80 2.20  0.30
C: -3.22 -3.17 0.30  -1.09
C: -1.88 -2.56 0.67  0.98
O: -1.68 -2.01 1.79  -0.82
O: -0.98 -2.52 -0.22  -0.85
H: -3.77 -3.32 1.23  0.28
H: -3.14 -4.14 -0.19  0.34
H: -3.76 -2.51 -0.38  0.24
C: 2.19 -1.40 -3.02  -0.78
C: 1.21 -0.22 -2.89  0.44
O: 0.69 -0.06 -1.75  -0.46
O: 1.06 0.50 -3.90  -0.76
H: 2.17 -2.08 -2.16  0.18
H: 3.16 -0.90 -2.95  0.21
H: 2.03 -1.94 -3.95  0.28
C: 5.14 0.73 1.41  -1.02
C: 3.72 0.39 0.92  0.82
O: 2.88 1.30 0.98  -0.76
O: 3.49 -0.75 0.46  -0.77
H: 5.81 0.51 0.57  0.27
H: 5.48 0.16 2.28  0.25
H: 5.25 1.80 1.53  0.27

Summary:
* F_max: 2.40 eV Å⁻¹
* orbital gap: 0.212 hartree
* HOMO: -0.050 Eh
* LUMO: 4.41 eV
* charge: -2


DFT (ωB97M-V/def2-TZVPD) results for C9H16CaN3Se as an isolated structure.

Each line ends with the Mulliken charge.
Cartesian coordinates (Å):
C: -1.21 0.86 -5.45  -1.07
Ca: -1.35 -0.05 -3.29  0.36
N: -3.60 -1.12 -3.26  -0.41
H: -0.06 -0.61 -1.73  -0.20
H: -0.37 -1.35 -2.06  -0.03
H: -0.37 1.50 -5.27  0.29
H: -2.14 1.13 -6.04  0.16
H: -0.77 -0.20 -5.55  0.10
H: -4.22 -1.18 -2.44  0.21
H: -3.24 -2.08 -3.35  0.27
H: -4.23 -0.98 -4.06  0.15
C: -0.53 2.04 1.46  -1.00
N: 0.17 0.77 1.37  0.34
C: -0.14 -0.33 0.58  -0.52
Se: -1.82 -0.84 -0.13  -0.52
N: 0.87 -1.25 0.84  -0.05
C: 1.59 -0.83 1.97  -0.06
C: 2.52 -1.49 2.75  -0.70
C: 3.14 -0.75 3.77  -0.51
C: 2.72 0.56 4.07  -0.52
C: 1.69 1.18 3.35  -0.73
C: 1.17 0.44 2.29  0.95
H: -1.41 2.10 0.79  0.27
H: 0.20 2.83 1.20  0.34
H: -0.81 2.22 2.51  0.30
H: 1.00 -2.15 0.36  0.26
H: 2.73 -2.53 2.55  0.36
H: 3.96 -1.18 4.36  0.33
H: 3.20 1.10 4.87  0.34
H: 1.30 2.18 3.57  0.30

Summary:
* F_max: 2.20 eV Å⁻¹
* orbital gap (alpha / beta): 0.153 / 0.124 hartree
* HOMO (alpha / beta): -0.050 / -0.020 Eh
* LUMO (alpha / beta): 2.82 / 2.84 eV
* charge: -1


DFT (ωB97M-V/def2-TZVPD) results for a 7-piece molecular cluster, C9H16Cl19P overall.

Each line ends with the Mulliken charge.
Cartesian coordinates (Å):
C: -2.73 -4.42 3.99  -1.35
C: -2.14 -4.54 2.59  0.31
Cl: -2.51 -3.00 1.70  -0.27
C: -0.66 -4.83 2.58  -1.38
P: 0.47 -3.62 3.55  0.10
H: -3.80 -4.54 3.92  0.37
H: -2.29 -5.16 4.66  0.35
H: -2.54 -3.42 4.35  0.35
H: -2.66 -5.30 2.02  0.44
H: -0.32 -4.97 1.55  0.50
H: -0.55 -5.80 3.06  0.41
H: 1.52 -3.84 2.61  0.04
H: 0.39 -4.43 4.71  0.04
H: -0.45 -2.54 3.38  0.03
H: 1.35 -2.70 4.29  0.04
Cl: -3.20 0.09 -1.62  -0.14
C: -2.17 -1.35 -1.65  0.48
Cl: -2.96 -2.66 -2.52  -0.10
Cl: -0.60 -0.97 -2.35  -0.07
H: -2.01 -1.67 -0.63  -0.16
Cl: 2.21 1.78 -2.90  -0.01
C: 3.27 0.37 -2.93  -0.06
Cl: 2.52 -0.95 -3.83  -0.12
Cl: 4.84 0.79 -3.61  -0.11
H: 3.41 0.04 -1.91  0.33
Cl: 3.82 5.34 -3.85  -0.08
C: 3.84 4.23 -5.22  0.49
Cl: 2.83 4.83 -6.53  -0.14
Cl: 5.50 3.95 -5.78  -0.14
H: 3.44 3.28 -4.88  -0.16
Cl: -6.04 -4.15 -2.81  -0.12
C: -6.22 -5.08 -1.32  -0.02
Cl: -4.93 -4.66 -0.19  -0.03
Cl: -7.80 -4.80 -0.59  -0.13
H: -6.14 -6.13 -1.56  0.29
Cl: 0.92 4.49 -1.96  -0.10
C: 1.43 5.46 -0.57  -0.04
Cl: 2.88 4.79 0.16  -0.11
Cl: 1.69 7.14 -1.05  -0.12
H: 0.63 5.44 0.16  0.36
Cl: 4.78 8.72 2.75  -0.13
C: 3.17 8.71 2.04  0.28
Cl: 2.16 7.48 2.81  -0.12
Cl: 2.41 10.30 2.17  -0.12
H: 3.26 8.46 1.00  0.09

Summary:
* F_max: 0.76 eV Å⁻¹
* orbital gap: 0.322 hartree
* HOMO: -0.313 Eh
* SMILES string: C[C@@H](Cl)C[PH4].ClC(Cl)Cl.ClC(Cl)Cl.ClC(Cl)Cl.ClC(Cl)Cl.ClC(Cl)Cl.ClC(Cl)Cl
* LUMO: 0.25 eV


DFT (ωB97M-V/def2-TZVPD) results for a 9-piece molecular cluster, C9H16Cl20 overall.

Each line ends with the Mulliken charge.
Cartesian coordinates (Å):
Cl: -3.74 -7.40 -26.07  -0.13
C: -2.24 -6.90 -26.91  0.07
Cl: -2.23 -7.75 -28.42  -0.11
Cl: -0.80 -7.32 -25.99  -0.12
H: -2.20 -5.81 -27.03  0.29
Cl: -5.16 4.72 -37.75  -0.12
C: -5.25 3.13 -36.89  0.04
Cl: -5.64 3.27 -35.15  -0.12
Cl: -3.68 2.31 -37.09  -0.10
H: -6.07 2.54 -37.30  0.30
Cl: -0.97 -3.45 -38.59  -0.15
C: 0.18 -3.42 -37.25  -0.23
Cl: 1.66 -4.31 -37.52  -0.13
H: 0.42 -2.37 -37.07  0.25
H: -0.36 -3.71 -36.35  0.27
Cl: 2.84 7.08 -33.44  -0.13
C: 1.12 6.81 -33.40  -0.24
Cl: 0.80 5.05 -33.07  -0.16
H: 0.60 7.42 -32.66  0.26
H: 0.62 7.14 -34.31  0.27
Cl: -2.20 4.04 -21.86  -0.14
C: -3.60 3.20 -22.44  -0.21
Cl: -4.61 4.23 -23.42  -0.15
H: -3.28 2.33 -23.02  0.25
H: -4.20 2.97 -21.55  0.24
Cl: -6.48 -4.59 -33.38  -0.15
C: -7.39 -3.34 -32.52  -0.23
Cl: -7.36 -3.68 -30.78  -0.14
H: -7.01 -2.33 -32.69  0.26
H: -8.42 -3.38 -32.87  0.25
Cl: -2.99 0.01 -28.34  -0.13
C: -2.20 0.45 -29.86  -0.24
Cl: -2.05 -0.85 -31.07  -0.15
H: -2.73 1.28 -30.32  0.27
H: -1.17 0.75 -29.65  0.25
Cl: -7.48 -3.00 -22.17  -0.14
C: -7.70 -2.64 -23.90  -0.21
Cl: -8.38 -0.98 -24.16  -0.15
H: -6.70 -2.69 -24.33  0.25
H: -8.43 -3.32 -24.33  0.26
Cl: 1.38 4.34 -26.33  -0.14
C: 1.63 6.09 -26.35  -0.22
Cl: 0.20 6.98 -26.98  -0.16
H: 1.77 6.34 -25.30  0.25
H: 2.42 6.44 -27.01  0.27

Summary:
* F_max: 1.50 eV Å⁻¹
* orbital gap: 0.403 hartree
* HOMO: -0.401 Eh
* SMILES string: ClC(Cl)Cl.ClC(Cl)Cl.ClCCl.ClCCl.ClCCl.ClCCl.ClCCl.ClCCl.ClCCl
* LUMO: 0.04 eV


DFT (ωB97M-V/def2-TZVPD) results for C9H16ClMnNOTi as an isolated structure.

Each line ends with the Mulliken charge.
Cartesian coordinates (Å):
Mn: 0.36 -0.89 -0.66  0.57
Cl: 0.14 1.30 -1.69  -0.44
C: -1.66 -1.32 -0.02  -1.11
H: -1.80 -2.05 0.80  0.28
H: -2.26 -1.60 -0.90  0.31
H: -2.02 -0.37 0.39  0.17
Ti: 0.48 0.48 -3.78  0.45
C: -1.06 1.10 -5.03  -1.19
C: 2.07 1.58 -4.51  -1.15
C: 0.73 -1.48 -3.60  -0.90
H: 2.93 1.36 -3.85  0.29
H: 2.29 1.20 -5.52  0.27
H: 1.91 2.67 -4.56  0.28
H: -1.99 0.60 -4.71  0.31
H: -1.22 2.20 -5.10  0.28
H: -0.79 0.73 -6.03  0.27
H: -0.02 -2.21 -3.93  0.18
H: 1.73 -1.94 -3.63  0.17
O: 0.92 -0.73 1.24  -0.58
N: 0.69 -0.45 2.52  0.26
C: -0.15 0.58 2.86  -0.17
C: -0.65 0.68 4.15  -0.56
C: -0.24 -0.25 5.11  -0.14
C: 0.70 -1.22 4.78  -0.55
C: 1.10 -1.35 3.46  -0.14
H: -0.46 1.27 2.07  0.45
H: -1.28 1.51 4.45  0.36
H: -0.71 -0.21 6.09  0.35
H: 1.06 -1.97 5.50  0.32
H: 1.68 -2.20 3.10  0.39

Summary:
* F_max: 3.22 eV Å⁻¹
* orbital gap (alpha / beta): 0.104 / 0.141 hartree
* multiplicity: 7
* HOMO (alpha / beta): -0.053 / -0.088 Eh
* LUMO (alpha / beta): 1.40 / 1.44 eV
* charge: -1


DFT (ωB97M-V/def2-TZVPD) results for C9H16ClN in the gas phase.

Each line ends with the Mulliken charge.
Cartesian coordinates (Å):
C: -0.13 2.35 0.46  -1.20
C: 0.37 1.57 -0.50  0.81
C: 1.90 1.34 -0.49  -1.32
C: -0.45 0.79 -1.48  0.57
C: -0.36 1.05 -2.81  -1.13
C: -1.43 -0.20 -0.87  -1.04
C: -0.89 -1.52 -0.23  -0.91
N: 0.03 -1.14 0.85  0.26
C: -0.70 -0.67 2.10  -1.22
C: 1.06 -2.01 1.16  -0.65
Cl: 0.55 -3.73 1.20  -0.25
H: -1.18 2.55 0.48  0.32
H: 0.48 2.93 1.14  0.36
H: 2.43 1.47 0.47  0.38
H: 2.43 2.08 -1.19  0.32
H: 2.10 0.30 -0.83  0.25
H: 0.14 1.88 -3.34  0.28
H: -0.97 0.54 -3.53  0.34
H: -1.90 0.40 -0.17  0.36
H: -2.07 -0.38 -1.65  0.64
H: -1.74 -2.00 0.18  0.31
H: -0.33 -2.26 -0.82  0.63
H: -0.63 -1.38 2.95  0.41
H: -0.23 0.22 2.43  0.39
H: -1.76 -0.30 1.98  0.31
H: 1.43 -1.87 2.18  0.46
H: 1.84 -1.99 0.32  0.33

Summary:
* F_max: 3.40 eV Å⁻¹
* orbital gap: 0.349 hartree
* HOMO: -0.318 Eh
* SMILES string: C=C(C)C(=C)CCN(C)CCl
* LUMO: 0.83 eV


Q: The highest F_max belongs to which entry?
A: C9H15N3O6


Q: Among the records above, which one has the highest F_max?
A: C9H15N3O6


Q: Number 9 is which compound?
A: C9H16Cl19P


Q: What is the formula in the seventh record?
A: C9H16BaO7